Entry 1:
The following is a quantum chemistry calculation of 2 unconnected molecules or ions with the total composition C4H13NO2, from the Open Molecules 2025 dataset.

Summary:
Spin multiplicity: 1
Charge: 0
SMILES: CCNCCO.O
Orbital gap (Eh): 0.3339
ΔE to the lowest compared entry with this formula, charge and spin (kcal/mol): 27.13

Each line ends with the Löwdin charge.
CARTESIAN COORDINATES (ANGSTROEM)
1 O 6.29 -0.09 -0.34  -0.066
2 O -0.50 2.02 0.05  -0.066
3 N -2.44 0.06 -0.09  -0.064
4 C -1.08 -2.09 -0.43  -0.105
5 C -1.94 -1.00 -1.02  -0.262
6 C -0.30 0.93 0.93  -0.255
7 C -1.64 0.23 1.12  -0.239
8 H 0.28 2.21 -0.47  0.089
9 H -1.45 -0.72 1.62  0.102
10 H 0.43 0.20 0.56  0.101
11 H -2.80 -1.46 -1.50  0.093
12 H -1.45 -0.46 -1.85  0.107
13 H -1.53 -2.49 0.47  0.077
14 H 0.07 1.27 1.90  0.111
15 H -0.99 -2.88 -1.13  0.058
16 H 5.86 0.75 -0.53  0.033
17 H 6.52 -0.46 -1.21  0.033
18 H -2.31 0.93 -0.57  0.075
19 H -2.27 0.84 1.78  0.113
20 H -0.05 -1.75 -0.26  0.065

=====

Entry 2:
The following is a quantum chemistry calculation of 2 unconnected molecules or ions with the total composition C6H18NO, from the Open Molecules 2025 dataset.

Summary:
Spin multiplicity: 1
Charge: +1
Orbital gap (Eh): 0.4299
ΔE to the lowest compared entry with this formula, charge and spin (kcal/mol): 20.94

Each line ends with the Löwdin charge.
CARTESIAN COORDINATES (ANGSTROEM)
1 O -1.46 0.46 3.87  -0.043
2 N -0.84 -0.11 1.22  0.208
3 C -0.52 1.34 -1.79  -0.034
4 C 0.09 0.08 -1.15  -0.368
5 C -0.84 -2.13 -0.34  -0.045
6 C -1.01 -0.63 -0.34  -0.248
7 C 1.37 0.34 -0.40  -0.245
8 C 2.70 0.51 -1.15  -0.073
9 H 0.24 -0.72 -1.90  0.150
10 H 0.17 1.75 -2.53  0.094
11 H -0.74 2.07 -1.01  0.085
12 H 1.30 1.26 0.18  0.110
13 H 3.20 -0.46 -1.34  0.091
14 H 0.21 -2.45 -0.30  0.098
15 H -1.20 1.37 4.07  0.059
16 H 1.48 -0.47 0.31  0.103
17 H -1.11 -2.37 -1.39  0.106
18 H 2.68 0.71 -2.22  0.078
19 H -1.76 0.13 1.60  0.135
20 H -0.38 0.80 1.19  0.124
21 H -1.52 -2.70 0.31  0.100
22 H 3.25 1.26 -0.58  0.085
23 H -2.04 -0.36 -0.53  0.145
24 H -0.24 -0.75 1.73  0.144
25 H -1.53 -0.01 4.70  0.054
26 H -1.50 1.09 -2.21  0.083

=====

Entry 3:
The following is a quantum chemistry calculation of 12 unconnected molecules or ions with the total composition C36H104N8O12, from the Open Molecules 2025 dataset.

Summary:
Spin multiplicity: 2
Charge: +1
Orbital gap (alpha / beta) (Eh): 0.3052 / 0.1093
ΔE to the lowest compared entry with this formula, charge and spin (kcal/mol): 31.11
⟨S²⟩: 0.756

Each line ends with the Mulliken spin population.
CARTESIAN COORDINATES (ANGSTROEM)
1 O -3.14 12.61 -17.74  0.008
2 O -10.20 3.77 -19.11  0.000
3 O -7.10 12.43 -15.25  0.173
4 O -5.75 5.39 -19.32  0.000
5 O -11.14 14.34 -22.37  0.000
6 O -2.97 10.17 -21.69  0.000
7 O -7.88 9.23 -18.91  0.006
8 O -4.57 5.63 -13.64  0.000
9 O -7.24 9.32 -22.45  0.000
10 O -12.91 7.23 -24.16  0.000
11 O -2.01 5.39 -17.83  0.000
12 O -9.97 8.75 -15.01  -0.001
13 N -4.79 9.17 -14.54  0.007
14 N -10.58 9.42 -22.25  0.000
15 N -11.06 5.32 -14.40  0.000
16 N -0.37 3.69 -16.21  0.000
17 N -11.48 11.50 -20.04  0.000
18 N -5.41 11.15 -16.87  0.695
19 N -12.28 3.15 -16.12  0.000
20 N -5.63 6.88 -21.74  0.000
21 C -10.09 7.36 -23.32  0.000
22 C -3.35 12.93 -19.10  0.000
23 C -2.97 8.75 -21.84  -0.001
24 C -12.52 8.16 -23.18  0.000
25 C -14.29 6.92 -24.08  0.000
26 C -11.58 13.03 -21.91  0.000
27 C -7.43 9.94 -17.79  0.015
28 C -6.68 6.00 -18.43  0.005
29 C -1.70 3.31 -16.69  0.000
30 C -10.11 4.79 -20.12  0.000
31 C -9.06 6.03 -15.35  0.000
32 C -2.65 6.64 -17.91  0.002
33 C -6.32 13.13 -14.37  0.007
34 C -2.55 4.61 -16.75  0.000
35 C -10.61 9.99 -15.56  -0.001
36 C -2.73 7.89 -14.15  0.000
37 C -11.25 3.94 -18.22  0.000
38 C -9.23 8.74 -18.74  0.003
39 C -6.01 10.41 -18.02  0.042
40 C -10.94 7.70 -14.70  0.000
41 C -5.10 9.16 -18.19  0.089
42 C -11.03 8.55 -23.34  0.000
43 C -11.65 14.69 -23.66  0.000
44 C -4.26 7.83 -14.51  -0.003
45 C -10.99 12.81 -20.48  0.000
46 C -11.11 2.99 -17.03  0.000
47 C -6.75 5.98 -21.52  -0.001
48 C -6.28 4.89 -20.54  0.001
49 C -5.14 4.78 -14.56  0.000
50 C -5.08 6.97 -13.58  0.001
51 C -6.42 10.48 -22.31  0.000
52 C -11.13 1.50 -17.46  0.000
53 C -10.18 6.44 -14.41  0.000
54 C -9.44 12.89 -20.44  0.000
55 C -2.18 2.26 -15.63  0.000
56 C -7.15 5.43 -22.88  0.000
57 H -12.12 2.57 -15.31  0.000
58 H -14.57 6.31 -23.22  0.000
59 H -11.46 7.42 -15.62  0.000
60 H -10.42 6.57 -24.00  0.000
61 H -5.47 13.66 -14.80  0.000
62 H -7.00 13.72 -13.76  0.015
63 H -0.20 4.60 -16.63  0.000
64 H -6.26 6.32 -17.47  -0.003
65 H -11.36 12.22 -22.61  0.000
66 H -6.88 11.31 -22.86  0.000
67 H -11.33 13.90 -24.34  0.000
68 H -9.58 9.55 -22.38  0.000
69 H -9.40 8.13 -17.85  -0.001
70 H -1.60 2.79 -17.64  0.000
71 H -8.61 5.06 -15.15  0.000
72 H -2.29 6.92 -13.97  0.000
73 H -3.55 8.58 -22.75  0.000
74 H -2.32 12.12 -17.69  -0.001
75 H -12.74 14.77 -23.56  0.000
76 H -3.54 4.24 -17.03  0.000
77 H -11.98 1.23 -18.09  0.000
78 H -2.23 7.17 -18.77  0.000
79 H -12.48 11.40 -20.06  0.000
80 H -11.17 10.87 -20.77  0.000
81 H -3.35 8.25 -20.95  0.001
82 H -5.85 12.40 -13.70  0.002
83 H -14.88 7.84 -24.09  0.000
84 H -6.30 10.62 -21.23  0.000
85 H -11.58 8.03 -13.88  0.000
86 H -3.76 12.07 -19.62  0.000
87 H -4.24 7.35 -15.49  0.000
88 H -9.45 4.49 -20.94  0.000
89 H -7.41 5.21 -18.26  0.000
90 H -8.14 10.77 -17.70  0.002
91 H -7.52 9.41 -16.84  -0.004
92 H -10.25 6.83 -22.38  0.000
93 H -9.62 6.57 -13.48  0.000
94 H -12.70 7.63 -22.25  0.000
95 H -2.02 2.68 -14.64  0.000
96 H -2.73 7.32 -17.07  -0.001
97 H -9.05 7.61 -23.53  0.000
98 H -2.45 13.23 -19.62  0.001
99 H -11.17 4.97 -17.90  0.000
100 H -9.01 12.57 -19.49  0.000
101 H -10.33 1.32 -18.17  0.000
102 H -10.85 9.01 -24.31  0.000
103 H -2.53 5.12 -15.79  0.000
104 H -6.56 11.99 -15.91  -0.018
105 H -4.66 3.80 -14.57  0.000
106 H -10.70 8.88 -21.41  0.000
107 H -2.34 10.50 -21.05  0.000
108 H -12.67 12.98 -21.88  0.000
109 H -6.46 4.70 -23.31  0.000
110 H -9.14 13.93 -20.54  0.000
111 H -2.61 8.47 -13.23  0.000
112 H -7.20 6.88 -18.80  -0.002
113 H -11.30 13.58 -19.77  0.000
114 H -6.78 8.52 -22.17  0.000
115 H -9.01 12.23 -21.20  0.000
116 H -11.26 15.63 -24.04  0.000
117 H -9.70 5.72 -19.72  0.000
118 H -5.02 7.33 -12.55  0.000
119 H -11.18 9.86 -16.47  0.000
120 H -12.19 3.67 -18.72  0.000
121 H -14.56 6.39 -25.00  0.000
122 H -4.07 9.33 -18.50  0.001
123 H -9.92 9.59 -18.69  0.000
124 H -5.49 8.53 -18.99  0.005
125 H -7.57 6.55 -21.09  0.000
126 H -1.73 1.27 -15.79  0.000
127 H -5.05 5.27 -15.53  0.000
128 H -4.08 13.71 -19.33  0.000
129 H -11.31 10.38 -14.82  0.000
130 H -6.22 4.68 -14.43  0.000
131 H -12.15 4.10 -15.80  0.000
132 H -8.08 4.86 -22.90  0.000
133 H -4.59 11.69 -17.12  0.000
134 H -6.14 7.00 -13.83  0.000
135 H -5.92 11.03 -18.92  -0.021
136 H -10.50 4.51 -14.16  0.000
137 H -0.27 3.98 -15.25  0.000
138 H -2.12 8.30 -14.95  0.000
139 H -5.41 10.28 -22.67  0.000
140 H -5.09 8.52 -17.31  0.004
141 H -5.30 7.17 -20.83  -0.001
142 H -11.08 0.80 -16.63  0.000
143 H -7.07 4.18 -20.32  0.000
144 H -5.10 10.47 -16.19  -0.029
145 H -13.26 8.96 -23.21  0.000
146 H -4.59 9.69 -13.69  0.000
147 H -3.65 6.41 -18.26  -0.001
148 H -9.87 10.79 -15.60  0.001
149 H -1.93 8.43 -21.95  0.000
150 H -10.24 3.17 -16.40  0.000
151 H -5.80 9.19 -14.43  -0.001
152 H -11.69 5.53 -13.64  0.000
153 H -3.24 1.99 -15.64  0.000
154 H -8.20 6.70 -15.39  0.000
155 H -9.52 8.22 -19.65  0.000
156 H -5.49 4.37 -21.09  0.000
157 H -4.93 6.29 -22.17  0.000
158 H -7.35 6.21 -23.62  0.000
159 H -9.33 5.90 -16.40  0.000
160 H -11.12 4.97 -20.47  0.000

=====

Entry 4:
The following is a quantum chemistry calculation of a gas-phase ion, C8H11O2 (charge -1), from the Open Molecules 2025 dataset.

Summary:
Spin multiplicity: 1
Charge: -1
SMILES: C#C[C@@H](C(=O)[O-])C(C)(C)C
Orbital gap (Eh): 0.2835
ΔE to the lowest compared entry with this formula, charge and spin (kcal/mol): 9.98

Each line ends with the Löwdin charge.
CARTESIAN COORDINATES (ANGSTROEM)
1 O 3.58 0.66 0.83  -0.037
2 O 2.68 0.94 -1.15  -0.054
3 C -1.22 -0.23 0.80  -0.100
4 C 2.70 0.52 0.01  -0.711
5 C 1.71 -1.79 0.32  -0.101
6 C 0.13 1.81 0.20  -0.016
7 C -0.11 -0.26 -1.37  -0.083
8 C -0.03 0.24 0.05  -0.587
9 C 1.31 -0.35 0.57  -0.192
10 C 2.00 -2.96 0.02  0.065
11 H -1.60 -1.20 0.36  0.087
12 H 0.65 2.12 1.07  0.073
13 H 1.27 -0.15 1.70  0.139
14 H -0.88 2.18 0.07  0.066
15 H 0.61 2.15 -0.67  0.051
16 H -0.94 0.24 -1.74  0.041
17 H -2.17 0.33 0.66  0.075
18 H -0.11 -1.36 -1.63  0.099
19 H 2.50 -3.86 -0.31  0.000
20 H 0.79 0.14 -1.93  0.093
21 H -1.10 -0.34 1.91  0.092

=====

Entry 5:
The following is a quantum chemistry calculation of a molecular structure, C25H69AlF4N8O15S4, from the Open Molecules 2025 dataset.

Summary:
Spin multiplicity: 1
Charge: 0
Orbital gap (Eh): 0.0446
ΔE to the lowest compared entry with this formula, charge and spin (kcal/mol): 273.07

Each line ends with the Löwdin charge.
CARTESIAN COORDINATES (ANGSTROEM)
1 S 0.93 1.24 -1.10  0.599
2 S 2.73 0.50 0.27  0.450
3 S -5.42 -6.88 -1.50  0.445
4 S -5.22 -4.89 -2.72  0.587
5 Al -1.91 -3.25 2.48  0.973
6 F -0.61 1.22 -0.73  -0.204
7 F -4.48 -3.48 -2.55  -0.217
8 F -5.09 -7.61 -0.13  -0.205
9 F 3.29 -1.03 0.59  -0.259
10 O 2.51 5.59 8.79  -0.175
11 O -7.14 -1.80 2.31  -0.182
12 O -4.49 -5.36 -3.88  -0.259
13 O 1.30 2.63 -0.84  -0.280
14 O 3.11 1.12 1.55  -0.259
15 O -2.12 1.50 5.00  0.039
16 O 3.92 -2.85 -5.68  -0.182
17 O 0.91 0.75 -2.48  -0.258
18 O -0.82 -8.36 2.95  -0.194
19 O 5.86 8.37 -1.44  -0.147
20 O -6.66 -4.44 -2.79  -0.295
21 O 3.66 0.67 -0.82  -0.248
22 O -3.76 5.96 -4.53  -0.195
23 O -4.79 -7.77 -2.44  -0.253
24 O -6.90 -6.95 -1.40  -0.275
25 N 1.36 -7.01 1.28  0.017
26 N -4.75 -5.49 -1.19  -0.224
27 N 1.44 -4.17 -4.43  0.012
28 N 3.74 3.27 7.59  0.031
29 N -3.33 4.09 -7.75  0.020
30 N 1.30 0.04 0.13  -0.216
31 N -7.03 -4.34 3.85  0.028
32 N 6.76 5.35 -3.22  0.067
33 C 5.24 -2.53 -5.73  -0.185
34 C 8.02 7.59 -3.28  -0.039
35 C -3.06 6.21 -3.32  -0.095
36 C 5.75 7.28 -2.23  -0.299
37 C 2.28 -4.74 -5.51  -0.372
38 C 2.02 6.76 9.31  -0.145
39 C 7.05 6.62 -2.54  -0.433
40 C 2.00 -9.14 0.51  -0.076
41 C 1.64 -4.35 -6.89  -0.059
42 C -8.07 -2.89 5.25  -0.102
43 C 3.79 -4.25 -5.27  -0.149
44 C 4.57 4.41 8.03  -0.396
45 C -5.20 4.10 -6.32  -0.085
46 C -7.50 -0.84 1.35  -0.138
47 C -8.21 -3.56 3.95  -0.467
48 C 5.79 8.03 -0.07  -0.090
49 C -3.99 4.93 -6.75  -0.404
50 C 5.85 4.38 7.10  -0.058
51 C -2.60 2.52 4.13  -0.109
52 C -1.23 -9.02 4.08  -0.156
53 C 3.73 5.67 8.00  -0.200
54 C -3.04 5.27 -5.50  -0.217
55 C -8.32 -2.53 2.71  -0.151
56 C 0.80 -8.32 1.06  -0.408
57 C 0.38 -8.96 2.43  -0.182
58 H 3.48 5.84 6.96  0.121
59 H -3.54 7.08 -2.88  0.088
60 H 7.54 6.44 -1.58  0.124
61 H 7.61 7.93 -4.23  0.076
62 H 9.06 7.27 -3.25  0.080
63 H 5.04 6.54 -1.85  0.128
64 H 6.41 3.44 7.11  0.072
65 H 0.48 -4.29 -4.73  0.056
66 H -2.11 5.73 -5.84  0.110
67 H 6.67 5.58 -4.19  0.071
68 H 1.40 -3.19 -4.69  0.057
69 H 6.33 8.84 0.41  0.090
70 H -2.60 4.38 -5.05  0.115
71 H -2.34 3.56 4.33  0.102
72 H 4.82 4.27 9.08  0.136
73 H 1.95 7.59 8.60  0.084
74 H -9.11 -4.17 4.05  0.138
75 H 7.92 8.58 -2.85  0.072
76 H 1.08 6.65 9.85  0.090
77 H 0.14 -10.00 2.21  0.121
78 H 5.89 5.01 -2.84  0.067
79 H -3.68 2.43 3.98  0.101
80 H 4.83 7.99 0.45  0.093
81 H -6.92 -4.77 4.76  0.063
82 H 6.49 5.23 7.36  0.067
83 H -2.50 4.63 -7.95  0.062
84 H -3.12 5.31 -2.71  0.087
85 H 4.36 6.55 8.16  0.122
86 H -4.93 3.32 -5.62  0.076
87 H -7.73 -3.56 6.03  0.076
88 H -9.14 -1.91 3.08  0.116
89 H 2.24 -4.57 -7.77  0.069
90 H -0.06 -8.35 0.39  0.143
91 H -2.24 2.50 3.10  0.135
92 H 2.77 7.08 10.03  0.083
93 H -8.00 -1.30 0.49  0.090
94 H 2.35 -5.79 -5.23  0.120
95 H 6.44 7.17 0.10  0.088
96 H 2.94 -8.86 0.97  0.073
97 H -9.03 -2.43 5.48  0.086
98 H -6.70 -0.20 0.97  0.082
99 H 3.81 3.25 6.58  0.061
100 H 5.66 4.50 6.03  0.071
101 H -0.55 -8.90 4.92  0.086
102 H 5.87 -2.97 -6.50  0.091
103 H 4.32 2.46 7.70  0.061
104 H 0.70 -4.88 -7.00  0.069
105 H -7.27 -5.04 3.17  0.083
106 H 5.39 7.58 -3.21  0.135
107 H 5.74 -2.50 -4.76  0.089
108 H 4.23 -4.38 -4.28  0.116
109 H 5.27 -1.46 -5.90  0.088
110 H -7.27 -2.15 5.31  0.086
111 H 1.18 -8.79 3.15  0.127
112 H 1.95 -10.22 0.66  0.069
113 H -5.66 3.69 -7.22  0.076
114 H 1.37 -3.30 -6.99  0.074
115 H -5.95 4.60 -5.71  0.070
116 H 2.07 -7.10 1.99  0.069
117 H -8.19 -0.10 1.75  0.081
118 H -2.18 -8.61 4.44  0.087
119 H -8.63 -3.17 1.89  0.120
120 H -2.02 6.47 -3.52  0.084
121 H 1.79 -6.88 0.38  0.070
122 H -4.35 5.82 -7.26  0.135
123 H 4.44 -4.83 -5.92  0.106
124 H -3.02 3.21 -7.36  0.073
125 H -1.38 -10.07 3.82  0.089
126 H 2.24 -9.01 -0.54  0.076